{
  "formula": "C8H12N2O2",
  "method": "the ωB97M-V functional and the def2-TZVPD basis",
  "energy_ev": -15561.59298,
  "homo_ev": -7.810,
  "smiles": "NCCc1cc(O)c(O)cc1N",
  "relative_energy_kcal_mol": 122.61,
  "lumo_energy_ev": 0.52,
  "species": ["C", "H", "C", "H", "O", "C", "O", "H", "H", "C", "N", "H", "H", "H", "H", "H", "C", "H", "C", "C", "N", "H", "C", "H"],
  "xyz": [[-0.2898, -0.0394, -0.5461], [-2.1250, 0.7981, -1.4310], [0.0222, 1.2718, -0.1707], [-2.0198, 1.8552, -0.3691], [3.0961, -1.5887, -0.3558], [0.7470, -0.9244, -0.6722], [3.6005, 0.7930, 0.5454], [-0.8662, 3.3229, -0.5495], [1.2773, 2.5663, 0.9090], [-1.6951, -0.1708, -0.9800], [-1.5401, -1.7108, 1.0558], [-3.2738, -0.9632, 0.3327], [-2.5117, 0.2945, 1.1152], [4.3383, 0.1074, 0.3535], [-0.5088, -1.3330, 1.0930], [-1.6611, -1.0905, -1.5497], [1.3122, 1.6252, 0.3007], [-1.9856, -1.9875, 1.9397], [-2.3199, -0.5354, 0.4107], [2.3213, 0.6329, 0.1550], [-1.0386, 2.2122, 0.0104], [2.5078, -2.5428, 0.0037], [1.9944, -0.6544, -0.2530], [0.6185, -1.9388, -1.3478]],
  "forces_ev_per_a": [[0.6, 3.5, -1.8], [0.6, -2.3, 0.0], [0.4, 0.5, 1.3], [3.2, 1.5, 1.3], [-4.7, -3.5, 1.9], [-1.1, -4.0, -2.9], [2.4, 0.8, 0.5], [-0.4, -4.7, 2.2], [1.1, -0.9, -0.9], [-0.2, -1.1, 1.7], [1.4, 2.4, -1.2], [-1.7, -0.5, -0.7], [0.8, 0.1, -0.4], [-2.9, 1.1, 0.1], [-2.8, -1.4, 1.0], [-1.0, 0.1, -0.8], [-0.6, -0.5, 0.0], [0.7, 0.5, -0.4], [0.1, -1.5, 1.0], [0.2, -0.3, 0.9], [-1.6, 3.7, -2.8], [3.2, 4.1, -1.8], [2.2, 0.1, -0.5], [0.0, 2.4, 2.1]]
}